This record from the OMol25 dataset describes one molecule with the formula C15H27ClO2S2 in a non-equilibrium geometry. The level of theory is the ωB97M-V functional and the def2-TZVPD basis.

The calculation puts the highest occupied orbital energy at -9.472 eV. Its net charge is 0. As for the SMILES: CCCCCCCCC[C@H]1OCC(S)(S)[C@@H]1CC(=O)Cl. The largest force on an atom comes out at 4.51 eV Å⁻¹. The calculation puts the frontier orbital gap at 9.966 eV. Its LUMO energy is 0.018 Eh.

Positions of all 47 atoms, in Å:
C1 2.178 -2.533 0.811
C2 3.540 -2.162 1.390
C3 4.082 -0.778 1.009
C4 3.067 0.366 0.876
C5 2.541 0.576 -0.542
C6 1.706 1.840 -0.711
C7 1.077 1.998 -2.095
C8 0.019 0.987 -2.548
C9 -1.382 1.197 -1.967
C10 -1.575 0.917 -0.473
O1 -1.852 2.131 0.247
C11 -3.017 1.935 1.036
C12 -3.120 0.431 1.259
S1 -4.778 -0.079 1.786
S2 -1.872 -0.145 2.488
C13 -2.740 -0.030 -0.152
C14 -2.383 -1.500 -0.356
C15 -3.557 -2.418 -0.159
O2 -4.600 -2.432 -0.834
Cl1 -3.300 -3.619 1.129
H1 2.263 -2.840 -0.234
H2 1.466 -1.716 0.889
H3 1.749 -3.379 1.352
H4 4.251 -2.912 1.034
H5 3.523 -2.264 2.477
H6 4.815 -0.484 1.764
H7 4.643 -0.860 0.073
H8 2.220 0.223 1.552
H9 3.559 1.291 1.192
H10 1.984 -0.312 -0.849
H11 3.407 0.646 -1.205
H12 0.964 1.924 0.087
H13 2.389 2.682 -0.572
H14 1.905 1.967 -2.811
H15 0.629 2.991 -2.177
H16 -0.082 1.110 -3.629
H17 0.358 -0.043 -2.399
H18 -2.087 0.571 -2.522
H19 -1.675 2.231 -2.144
H20 -0.669 0.472 -0.052
H21 -3.895 2.272 0.472
H22 -2.957 2.505 1.962
H23 -4.410 -0.533 2.979
H24 -1.176 0.991 2.525
H25 -3.574 0.216 -0.815
H26 -1.536 -1.793 0.260
H27 -2.096 -1.635 -1.405

Forces on atoms 1 to 6 (eV/Å):
0.01 -0.27 0.04
0.01 -0.19 -0.15
0.09 0.10 0.00
0.04 0.16 -0.04
0.01 -0.16 0.02
0.10 -0.02 0.14

natural (NBO) population analysis, charges in e, atoms 1 to 6:
1 C -0.6129
2 C -0.3953
3 C -0.3957
4 C -0.3972
5 C -0.3971
6 C -0.3985